23
Properties=species:S:1:pos:R:3:forces:R:3:mulliken_charge:R:1 method="wB97M-V/def2-TZVPD" e_above_lowest_kj_mol=460.5 homo_lumo_gap_ha="0.234 / 0.242" total_charge=0 homo_ev="-7.356 / -7.445" lumo_ha="-0.0367 / -0.0317"
C -0.59722 0.00528 1.70910 -0.860 1.142 -0.288 -0.916
C -1.12556 -0.46561 0.35247 -1.718 -3.486 0.127 -0.425
N -0.31464 -1.49276 -0.35985 3.362 1.041 -0.052 -0.452
C 1.24137 -1.08642 -0.84486 -1.652 2.288 -1.660 -0.382
C 0.69914 -0.33506 -2.07563 0.970 0.328 0.396 -0.416
C 0.37415 0.95883 -1.93089 -0.047 -0.954 0.255 -0.585
C 0.69983 1.65504 -0.72548 0.066 -0.084 1.174 -0.116
C 1.64882 1.16066 0.10487 1.007 1.538 0.146 -1.077
C 2.27892 -0.11744 -0.11999 0.268 -0.325 0.032 0.728
Si 4.12544 0.00302 -0.18218 -4.186 -0.991 -0.737 0.242
Cl 5.07293 -1.72809 -0.14913 0.933 -1.298 -0.075 -0.206
Cl 5.12302 1.35464 0.83747 0.576 1.109 0.731 -0.179
H -0.73782 1.10268 1.73100 0.225 -0.356 0.123 0.256
H -1.18729 -0.33478 2.58444 0.812 -0.439 -0.486 0.308
H 0.49442 -0.14624 1.68843 -0.650 -0.286 0.760 0.281
H -2.15321 -1.02838 0.29992 1.534 0.588 1.262 0.393
H -1.49375 0.29854 -0.27549 0.794 1.231 -1.056 0.315
H -0.07963 -2.29010 0.21594 -0.651 -0.058 0.597 0.265
H 1.69928 -1.95748 -1.24304 0.260 -1.156 0.414 0.517
H 0.51391 -0.87390 -3.00364 -0.170 -0.041 0.366 0.394
H -0.24134 1.41538 -2.64830 -0.483 0.768 -1.028 0.380
H 0.15339 2.52151 -0.36055 0.156 0.219 -0.622 0.414
H 2.07679 1.86145 0.86502 -0.545 -0.779 -0.379 0.260



19
Properties=species:S:1:pos:R:3:forces:R:3:mulliken_charge:R:1 method="wB97M-V/def2-TZVPD" e_above_lowest_kj_mol=98.9 homo_lumo_gap_ha=0.385 total_charge=0 homo_ev=-9.536 lumo_ha=0.0346
C 0.10094 0.35082 -2.13859 0.009 -0.025 0.006 -1.437
C -0.58892 -0.24395 -0.93052 -0.080 0.179 -0.200 0.047
O -0.34399 -1.66232 -0.83810 -0.073 -0.070 -0.166 -0.452
C -0.15404 -1.55815 0.57406 0.090 -0.132 0.397 -0.713
C -0.05035 -0.02359 0.50980 0.038 -0.038 0.065 1.764
C -0.94516 0.71802 1.49185 -0.039 -0.004 -0.012 -1.645
C 1.38611 0.48324 0.57094 0.034 -0.003 -0.017 -1.807
H -0.42336 0.05418 -3.05215 0.046 0.046 0.111 0.387
H 0.12724 1.44455 -2.09567 -0.046 -0.115 0.019 0.318
H 1.12319 -0.03141 -2.20438 -0.098 0.128 0.019 0.314
H -1.67455 -0.06258 -0.97151 0.128 0.049 -0.005 0.312
H 0.73301 -2.10328 0.91338 -0.067 0.024 -0.020 0.279
H -1.03785 -1.91387 1.12447 0.135 0.041 -0.043 0.298
H -1.98138 0.36883 1.42072 0.130 0.072 -0.007 0.408
H -0.93292 1.80177 1.32707 0.014 -0.145 -0.019 0.373
H -0.60272 0.53234 2.51803 -0.049 0.069 -0.145 0.369
H 1.44279 1.54214 0.29019 -0.009 -0.154 0.042 0.352
H 2.04274 -0.08124 -0.09961 -0.102 0.062 0.112 0.408
H 1.77923 0.38454 1.59003 -0.063 0.015 -0.138 0.423



16
Properties=species:S:1:pos:R:3:forces:R:3:mulliken_charge:R:1 method="wB97M-V/def2-TZVPD" e_above_lowest_kj_mol=310.0 homo_lumo_gap_ha="0.297 / 0.297" total_charge=+1 homo_ev="-13.184 / -13.182" lumo_ha="-0.1877 / -0.1878"
C -2.76496 0.15346 0.82676 -0.519 -0.071 -0.597 -0.002
C 0.78107 -0.18416 -0.85527 0.356 -0.032 -0.249 -0.117
C -1.51868 -0.19813 -1.46713 0.057 -0.155 -1.196 0.769
C -0.36203 0.14157 1.17756 0.119 0.167 1.140 0.195
C -3.54666 0.02632 -0.28055 0.047 0.007 -0.016 -0.305
C -2.84574 -0.16092 -1.50339 -0.631 0.056 0.374 -0.573
C 2.02749 0.13678 1.19775 0.908 0.255 0.534 -0.941
N -0.31377 -0.24478 -1.51986 -0.248 0.055 0.389 -0.192
N -1.53748 0.11374 0.80540 0.293 0.163 1.165 -0.118
N 0.75437 0.01636 0.50341 -0.301 -0.244 -1.024 -0.010
H 1.72949 -0.29295 -1.35429 0.110 0.017 0.029 0.397
H -4.62040 0.06352 -0.25960 -0.106 0.001 -0.024 0.406
H -3.38723 -0.26982 -2.42985 0.154 -0.057 -0.303 0.452
H 2.78327 -0.47245 0.70820 -0.076 -0.049 -0.031 0.347
H 2.35397 1.17838 1.19830 -0.077 -0.088 -0.038 0.340
H 1.91045 -0.19130 2.22831 -0.086 -0.025 -0.152 0.353



21
Properties=species:S:1:pos:R:3:forces:R:3:mulliken_charge:R:1 method="wB97M-V/def2-TZVPD" e_above_lowest_kj_mol=276.3 homo_lumo_gap_ha=0.400 total_charge=0 homo_ev=-10.859 lumo_ha=0.0006
O 0.11550 -0.25557 -1.04587 1.674 3.105 -0.034 -0.632
H -0.14271 -0.32849 -0.12241 0.044 -0.314 0.145 0.316
H 0.67434 0.62860 -1.03054 -1.731 -2.764 -0.163 0.316
O -3.71587 -2.28263 -1.66986 1.190 0.341 3.083 -0.605
H -4.43661 -1.71242 -1.45140 -0.709 0.526 0.100 0.313
H -3.78819 -2.55095 -2.53423 -0.453 -0.814 -3.100 0.291
O 2.02813 -2.62438 -0.23486 -1.643 -1.483 0.177 -0.618
H 1.39158 -3.13338 -0.79143 0.506 0.540 0.891 0.323
H 2.56557 -2.24228 -0.89532 1.172 0.917 -0.993 0.293
O -3.96645 -0.01045 0.61239 0.718 -1.100 -0.858 -0.618
H -4.14786 0.80686 1.03791 -0.183 1.107 0.522 0.302
H -3.08917 0.08304 0.19871 -0.573 -0.067 0.220 0.320
O -0.80774 5.30181 -0.30094 0.138 0.659 0.395 -0.647
H -0.72833 4.64835 0.41379 0.010 0.688 -0.202 0.317
H -0.66553 6.20524 0.07115 -0.145 -1.347 -0.187 0.330
O 1.15842 -0.86961 4.21063 1.739 -0.635 2.714 -0.626
H 1.01889 0.06233 4.19832 -0.536 1.258 -0.579 0.302
H 1.69740 -0.88246 5.08242 -1.209 -0.609 -2.119 0.325
O 5.16377 0.39095 -1.58418 -1.146 0.040 1.856 -0.630
H 5.55815 0.41380 -2.42591 0.585 0.144 -1.695 0.314
H 4.28640 0.80076 -1.64965 0.551 -0.192 -0.171 0.316



22
Properties=species:S:1:pos:R:3:forces:R:3:mulliken_charge:R:1 method="wB97M-V/def2-TZVPD" s2=0.762 e_above_lowest_kj_mol=0.0 homo_lumo_gap_ha="0.327 / 0.340" total_charge=+1 homo_ev="-12.824 / -13.021" multiplicity=2 lumo_ha="-0.1446 / -0.1385"
C -0.70436 0.89913 -1.89106 -0.863 2.776 -2.795 -0.992
V -0.00431 0.16996 -0.36808 0.257 -0.658 1.086 0.218
N 1.04593 -1.54114 -1.13999 0.628 -1.247 0.480 -0.743
H -1.06548 1.27614 0.12022 0.008 0.048 0.694 0.105
H 0.70818 1.43323 -0.87202 0.771 0.694 -0.126 0.216
H -1.25561 1.87258 -2.01084 0.406 -1.279 0.061 0.358
H -1.41748 0.09781 -1.55015 -0.773 -0.521 -0.326 0.352
H -0.22090 0.67924 -2.88293 -0.251 -0.181 0.918 0.284
H 0.76837 -2.38130 -0.60609 0.255 0.363 -0.371 0.321
H 2.06478 -1.48627 -1.04377 -0.228 0.016 0.028 0.313
H 0.88244 -1.77241 -2.11104 -0.143 0.007 -0.282 0.324
C 0.96874 -0.92522 4.33738 0.227 0.938 -0.673 -0.088
C 1.35220 0.30109 3.76039 -0.136 -0.332 -0.031 -0.694
C 1.02486 0.56412 2.42841 -0.108 -0.497 0.198 0.025
N 0.36322 -0.33808 1.66209 -0.197 -0.308 1.198 -0.186
C -0.03580 -1.51353 2.22960 0.363 0.730 -0.481 0.028
C 0.26451 -1.82084 3.54239 -0.466 -1.199 0.432 -0.734
H 1.21648 -1.14844 5.37302 -0.093 0.002 -0.254 0.412
H 1.89880 1.05018 4.33295 -0.185 -0.228 -0.158 0.373
H 1.28521 1.51186 1.94440 -0.110 -0.392 0.242 0.375
H -0.60915 -2.19998 1.58152 0.361 0.390 0.502 0.401
H -0.07053 -2.79832 3.95209 0.277 0.877 -0.344 0.332



15
Properties=species:S:1:pos:R:3:forces:R:3:mulliken_charge:R:1 method="wB97M-V/def2-TZVPD" e_above_lowest_kj_mol=638.3 homo_lumo_gap_ha=0.337 total_charge=0 homo_ev=-9.146 lumo_ha=0.0014
C -1.74348 -1.06279 -0.63887 0.015 0.322 0.385 -0.697
O -0.82126 0.05146 -0.41627 0.394 0.334 0.274 -0.174
C -0.83843 0.72667 0.81373 -2.217 -0.537 -0.758 0.490
N -1.61719 1.14129 1.58524 0.793 -0.301 -0.201 -0.604
H -1.49925 -1.85620 0.06478 -0.023 -0.013 -0.060 0.338
H -2.75702 -0.70367 -0.49683 0.007 0.023 0.030 0.311
H -1.58177 -1.36900 -1.66927 0.055 0.045 0.084 0.275
C 1.11288 1.10077 0.99588 1.039 -0.728 -1.236 -1.147
C 0.93955 -0.34876 -0.39116 1.099 0.856 1.612 0.640
O 1.39084 0.18665 -1.53598 -0.372 0.209 0.006 -0.426
O 1.16660 -1.43383 0.03866 -0.328 0.124 -0.232 -0.511
H 2.08776 -0.39492 -1.87998 -0.190 -0.096 0.081 0.356
H 1.16414 0.73855 2.01733 -0.184 -0.094 -0.087 0.354
H 2.12882 1.06384 0.58665 0.178 -0.001 0.178 0.411
H 0.86782 2.15993 0.92609 -0.265 -0.143 -0.078 0.384



6
Properties=species:S:1:pos:R:3:forces:R:3:mulliken_charge:R:1 method="wB97M-V/def2-TZVPD" e_above_lowest_kj_mol=123.8 homo_lumo_gap_ha="0.259 / 0.235" total_charge=0 homo_ev="-8.177 / -7.833" lumo_ha="-0.0416 / -0.0529"
N -0.89837 0.86411 -0.55712 1.588 0.442 -1.603 -0.502
P 0.74762 0.31079 -0.41827 -1.351 -0.338 0.636 0.265
S 0.68997 -1.00673 1.17074 -1.337 1.068 -0.965 0.012
S 2.39213 -1.78839 1.55827 0.930 -0.208 0.047 -0.288
H -1.18501 1.13643 -1.50627 1.023 0.203 0.294 0.261
H -1.74634 0.48380 -0.24735 -0.853 -1.166 1.591 0.252



17
Properties=species:S:1:pos:R:3:forces:R:3:mulliken_charge:R:1 method="wB97M-V/def2-TZVPD" e_above_lowest_kj_mol=0.0 homo_lumo_gap_ha=0.325 total_charge=-1 homo_ev=-4.900 lumo_ha=0.1449
C -1.21042 0.66159 -1.69133 0.601 -0.430 0.327 -0.745
O -0.38748 0.05564 -0.73977 0.022 0.067 0.203 -0.966
H -0.77404 0.60587 -2.70482 0.067 0.275 0.076 0.228
H -2.16802 0.13248 -1.77892 -0.309 0.151 0.100 0.229
H -1.38327 1.72077 -1.41925 -0.163 -0.154 -0.310 0.243
H 1.43321 -0.35049 2.88484 -0.034 -0.016 0.039 0.291
H 0.51808 0.84434 2.70399 -0.006 -0.188 0.015 0.432
O 0.86613 0.23457 3.39720 0.054 0.136 -0.096 -0.691
H -0.19817 0.95518 0.44944 -0.257 0.157 0.004 0.484
H -1.11835 1.71997 1.48557 0.167 -0.044 -0.102 0.294
O -0.18929 1.63454 1.24075 -0.090 -0.010 0.095 -0.827
H 2.18088 -1.19649 -1.37560 0.165 0.029 -0.062 0.285
H 1.29604 -0.04340 -1.01948 0.065 0.227 -0.472 0.460
O 2.20625 -0.23265 -1.38591 -0.230 -0.255 0.311 -0.731
H -0.29756 -1.55330 -0.41432 0.070 -0.307 -0.296 0.454
H -0.60885 -2.64509 0.60930 0.150 -0.140 -0.126 0.275
O -0.16514 -2.54352 -0.24169 -0.271 0.502 0.293 -0.714



Repeat the second record exactly.
19
Properties=species:S:1:pos:R:3:forces:R:3:mulliken_charge:R:1 method="wB97M-V/def2-TZVPD" e_above_lowest_kj_mol=98.9 homo_lumo_gap_ha=0.385 total_charge=0 homo_ev=-9.536 lumo_ha=0.0346
C 0.10094 0.35082 -2.13859 0.009 -0.025 0.006 -1.437
C -0.58892 -0.24395 -0.93052 -0.080 0.179 -0.200 0.047
O -0.34399 -1.66232 -0.83810 -0.073 -0.070 -0.166 -0.452
C -0.15404 -1.55815 0.57406 0.090 -0.132 0.397 -0.713
C -0.05035 -0.02359 0.50980 0.038 -0.038 0.065 1.764
C -0.94516 0.71802 1.49185 -0.039 -0.004 -0.012 -1.645
C 1.38611 0.48324 0.57094 0.034 -0.003 -0.017 -1.807
H -0.42336 0.05418 -3.05215 0.046 0.046 0.111 0.387
H 0.12724 1.44455 -2.09567 -0.046 -0.115 0.019 0.318
H 1.12319 -0.03141 -2.20438 -0.098 0.128 0.019 0.314
H -1.67455 -0.06258 -0.97151 0.128 0.049 -0.005 0.312
H 0.73301 -2.10328 0.91338 -0.067 0.024 -0.020 0.279
H -1.03785 -1.91387 1.12447 0.135 0.041 -0.043 0.298
H -1.98138 0.36883 1.42072 0.130 0.072 -0.007 0.408
H -0.93292 1.80177 1.32707 0.014 -0.145 -0.019 0.373
H -0.60272 0.53234 2.51803 -0.049 0.069 -0.145 0.369
H 1.44279 1.54214 0.29019 -0.009 -0.154 0.042 0.352
H 2.04274 -0.08124 -0.09961 -0.102 0.062 0.112 0.408
H 1.77923 0.38454 1.59003 -0.063 0.015 -0.138 0.423